# C4H4N2S2

The molecule C4H4N2S2 (wB97M-V/def2-TZVPD, OMol25).

## Properties
- SMILES string: S=C(S)c1ncc[nH]1
- Energy relative to the best compared isomer or geometry (same formula, charge and spin): 1.219 eV
- Electronic energy: -28862.320 eV

Geometry as ORCA input:
```
! RIJCOSX wB97M-V def2-TZVPD def2/J DEFGRID3
* xyz 0 1
S -2.6013 1.6989 0.0528
C -1.7348 0.2970 0.0294
S -2.3682 -1.2929 -0.0938
C -0.2204 0.1225 0.0528
N 0.2522 -1.1254 0.1532
C 1.5454 -1.0278 0.0608
C 1.8762 0.3054 -0.1531
N 0.7885 1.0279 -0.3108
H -3.5203 -1.0559 0.3324
H 2.3273 -1.7803 0.2781
H 2.8011 0.7946 -0.1560
H 0.8546 2.0360 -0.2458
*
```

Atomic partial charges in e from the natural (NBO) method, atoms 1 to 8: number 1, S, carries -0.03; number 2, C, carries -0.32; number 3, S, carries 0.20; number 4, C, carries 0.21; number 5, N, carries -0.41; number 6, C, carries -0.08; number 7, C, carries -0.05; number 8, N, carries -0.48